C15H32ClGeNSi3Tl | ωB97M-V/def2-TZVPD

```
54
Properties=species:S:1:pos:R:3:nbo_charge:R:1
Tl 3.22 -1.73 -0.14 0.645
H 0.76 -3.48 0.96 0.236
C -2.80 0.48 -3.05 -1.102
H -3.29 1.06 -2.26 0.218
C 3.35 2.36 1.87 -0.323
C -0.32 -3.58 0.80 -1.110
H -0.46 -4.79 -2.08 0.204
H -3.31 1.06 -0.08 0.214
H -3.22 -2.44 0.00 0.217
C 3.28 0.97 2.24 0.102
H 3.10 1.54 5.63 0.182
C -2.94 0.58 0.83 -1.102
H -0.62 -3.40 -3.16 0.215
H 3.19 3.90 4.90 0.181
H -0.69 2.68 -4.00 0.204
H -3.14 -2.47 -1.76 0.216
H -0.82 -3.16 1.68 0.218
Ge 0.28 -0.46 -0.88 -0.578
C -2.72 -2.91 -0.86 -1.104
C 3.18 1.77 4.57 -0.213
H -1.06 -1.11 2.71 0.213
H -1.03 0.52 3.40 0.212
Si -0.90 0.44 -2.78 1.234
C -0.66 2.47 0.99 -1.110
H 0.89 -3.66 -2.29 0.235
H -1.01 3.00 0.09 0.214
C -0.20 -3.74 -2.21 -1.108
H -0.55 0.14 -5.30 0.204
C 3.21 0.73 3.66 -0.285
H -0.56 -4.65 0.75 0.205
H -1.14 2.93 1.86 0.210
H 0.79 -0.53 -4.36 0.234
C -0.29 -0.41 -4.39 -1.105
C 3.33 3.37 2.80 -0.182
H 0.41 2.64 1.08 0.246
Si -0.82 -2.62 -0.78 1.234
H -3.21 -0.53 -3.00 0.217
C -0.64 -0.11 2.60 -1.111
H 3.39 4.40 2.47 0.185
H -0.73 -1.41 -4.48 0.216
Si -1.01 0.60 0.87 1.259
H -3.31 -0.45 0.84 0.215
N 3.27 0.00 1.37 -0.537
H 0.44 -0.18 2.73 0.248
H -3.08 0.91 -4.01 0.206
H -3.36 1.10 1.69 0.206
C 3.23 3.10 4.17 -0.379
H -2.98 -3.97 -0.86 0.205
H -0.88 2.90 -2.26 0.219
H 3.17 -0.30 3.99 0.189
H 3.42 2.58 0.81 0.210
H 0.67 2.39 -2.92 0.234
Cl 5.55 -0.79 -1.42 -0.843
C -0.41 2.28 -3.03 -1.106
```

<S²> = 0.7595
largest force on an atom = 0.82 eV Å⁻¹
net charge = -2
2S+1 = 2
calculated total energy = -114931.7336 eV

C15H32F2NO5P2 | ωB97M-V/def2-TZVPD

```
57
Properties=species:S:1:pos:R:3:nbo_charge:R:1
N -5.57 1.97 -1.49 -0.733
C -1.30 -0.26 -2.06 -0.426
C -5.03 0.62 -0.98 0.441
C -0.13 0.57 -2.92 -0.408
C -2.44 0.84 -1.66 -0.774
H -0.69 1.23 -3.70 0.203
O 3.89 -1.82 3.61 -0.563
C 5.09 -1.31 2.87 -0.075
C 3.57 -3.20 3.16 -0.286
P -1.52 0.73 1.19 0.871
H 5.16 1.38 -1.40 0.210
H -3.25 0.82 -2.53 0.228
O -5.98 4.15 -0.49 -0.556
H -5.35 -1.97 0.80 0.196
H 0.64 -0.18 -3.39 0.189
H 0.39 2.64 -1.87 0.212
H 5.42 1.09 1.15 0.204
H 2.64 1.11 -3.26 0.199
P -3.35 0.55 -0.02 0.713
C 4.62 -1.14 1.31 -0.458
H 2.63 -0.69 -1.18 0.211
C 4.67 0.39 -1.00 -0.407
H 2.83 2.53 -2.02 0.197
H -0.73 -0.75 -1.16 0.226
O -5.78 -0.45 -1.28 -0.663
H -6.44 1.73 -2.07 0.394
H 4.95 -2.14 0.75 0.201
H 6.45 -0.23 0.29 0.195
C 0.77 1.51 -1.86 -0.444
H -3.53 -1.78 -1.19 0.246
H 2.98 -3.24 2.14 0.188
C -3.24 -1.35 -0.12 -0.808
C 2.39 1.43 -2.16 -0.409
C 5.33 0.10 0.50 -0.408
H -1.53 2.95 1.86 0.471
H -1.69 -1.09 -2.82 0.201
H -0.98 -0.62 2.88 0.495
O -1.73 0.07 2.79 -0.999
H -4.08 0.42 1.22 -0.159
F -6.80 2.21 0.82 -0.350
C 3.03 0.42 -1.02 -0.424
O -0.99 2.39 1.22 -0.989
H 6.02 -2.04 3.01 0.168
H 2.66 0.81 0.02 0.215
C -4.21 -2.01 1.07 0.028
C -6.12 2.81 -0.35 0.954
H 3.43 -1.09 1.31 0.240
F -3.89 -3.48 1.19 -0.443
H -3.49 2.00 0.14 -0.175
H -2.16 -1.79 0.11 0.232
H -1.98 1.92 -1.67 0.234
H 2.82 -3.65 3.97 0.202
H 0.64 1.15 -0.73 0.235
H 5.01 -0.55 -1.66 0.195
H 5.38 -0.29 3.41 0.198
H -3.97 -1.56 2.14 0.192
H 4.54 -3.86 3.13 0.172
```

largest force on an atom = 9.75 eV Å⁻¹
net charge = -1
calculated total energy = -51804.5768 eV

C15H32N | ωB97M-V/def2-TZVPD

```
48
Properties=species:S:1:pos:R:3:nbo_charge:R:1
C 0.94 2.37 0.22 -0.404
H -2.11 -0.30 -2.96 0.196
H -1.33 -3.65 -1.02 0.188
H 2.84 3.39 0.16 0.166
C 0.52 -0.83 -3.36 -0.620
C 2.44 2.43 0.52 -0.452
H -1.88 -0.62 3.17 0.191
H 1.47 -1.31 -3.61 0.213
H -0.15 -3.58 1.06 0.198
H 0.65 1.32 0.13 0.187
H 0.11 -2.68 -1.30 0.202
H 2.60 0.78 -0.86 0.086
H 0.78 0.24 2.26 0.228
H 3.00 -0.24 1.25 0.261
H -0.40 -2.79 -3.41 0.193
H -1.36 -0.61 -0.80 0.208
H 0.59 -0.51 -2.32 0.219
C -0.85 -2.70 -0.77 -0.395
H 2.61 2.40 1.60 0.196
C 0.02 3.06 1.24 -0.397
H -0.77 1.71 3.42 0.196
H -2.49 1.60 3.09 0.188
C -0.57 -2.62 0.73 -0.401
C -1.89 -1.36 -2.76 -0.390
H -2.77 -1.91 -3.11 0.188
H 0.44 0.08 -3.97 0.200
C -0.68 -1.75 -3.61 -0.399
H -1.51 -2.49 1.27 0.186
C -1.50 1.43 2.65 -0.388
H 0.32 -1.16 3.18 0.191
H 0.54 -0.85 0.18 0.201
H -1.93 -0.31 1.46 0.190
H 0.74 2.80 -0.77 0.184
H 4.11 1.66 -0.63 0.138
H 1.41 -1.91 1.23 0.228
H -0.97 -1.71 -4.66 0.192
C -1.35 2.37 1.43 -0.397
C 0.42 -1.49 1.06 -0.403
H -0.15 4.09 0.93 0.187
H -2.73 -1.69 -0.80 0.195
C 0.08 -0.60 2.27 -0.414
H -2.12 3.15 1.52 0.190
C -1.73 -1.54 -1.24 -0.409
C -1.36 -0.08 2.37 -0.403
H -1.60 1.82 0.52 0.192
C 3.27 1.23 -0.07 -0.197
N 3.79 0.29 0.88 -1.105
H 0.53 3.11 2.21 0.195
```

largest force on an atom = 0.21 eV Å⁻¹
net charge = -1
calculated total energy = -17563.0136 eV

C15H33BClN3O2PS | ωB97M-V/def2-TZVPD

```
57
Properties=species:S:1:pos:R:3:nbo_charge:R:1
C -0.57 -1.85 -0.81 -0.204
C 1.11 -3.32 -2.01 -0.213
H 1.87 -0.93 -3.07 0.231
C -3.42 2.56 3.34 0.668
H -0.89 -0.80 -0.79 0.226
C -2.46 2.85 1.06 -0.359
H 0.90 -0.89 1.60 0.239
H 2.73 -1.72 -0.44 0.240
O -0.45 5.59 2.22 -0.891
H 1.90 2.29 1.85 0.215
Cl -2.54 0.14 2.41 -0.085
C 1.71 -1.37 -0.34 -0.214
N 0.82 -1.89 -1.47 -0.224
H -1.87 3.94 3.96 0.425
H 4.27 -4.69 -1.25 0.229
C 0.86 -0.92 -2.65 -0.395
H 0.12 -1.26 -3.39 0.232
B -0.23 4.21 1.67 1.048
H 0.17 -3.88 -1.94 0.229
H 1.64 -2.48 1.53 0.237
P -5.00 1.09 1.12 1.237
H 3.11 3.08 0.63 0.233
O -4.44 2.80 4.16 -0.499
C -3.37 1.75 1.88 -0.395
N -1.95 3.02 3.45 -0.656
H -6.95 1.91 1.45 0.368
H -5.21 1.67 -0.20 -0.021
H -0.25 -3.46 0.59 0.220
H 1.73 5.05 0.60 0.231
H -1.10 -2.08 1.29 0.263
H 3.62 -4.75 -3.68 0.216
C -0.31 -2.36 0.59 -0.433
C -1.20 2.95 2.10 -0.429
H 2.00 -5.20 -1.59 0.245
H -3.07 3.86 1.29 0.281
H -4.88 -0.35 0.95 -0.023
S -2.17 2.64 -0.77 -0.071
H 3.46 -2.98 -3.66 0.186
C 3.66 -3.89 -1.69 -0.400
H 1.32 -3.24 -3.09 0.232
H -0.45 2.06 2.22 0.243
C 1.02 4.09 0.56 -0.799
N -6.30 1.34 2.07 -1.221
H 1.73 -0.27 -0.41 0.229
H 0.60 0.08 -2.30 0.229
C 3.95 -3.83 -3.18 -0.613
C 1.03 -1.77 0.96 -0.437
C 2.20 -4.15 -1.32 -0.435
C 1.97 2.77 0.78 -0.628
H 5.03 -3.72 -3.35 0.237
H 4.04 -2.96 -1.24 0.188
H 1.74 2.00 -0.08 0.185
H -1.28 -2.44 -1.39 0.235
H 0.61 4.05 -0.54 0.259
H -2.98 3.66 -1.37 0.189
H 0.37 6.12 1.95 0.500
H 2.08 -4.12 -0.23 0.220
```

largest force on an atom = 9.18 eV Å⁻¹
net charge = +1
calculated total energy = -57968.1723 eV

- Look up the largest force on an atom of the second one.
  9.75 eV Å⁻¹

- Among the records above, which one has the highest net charge?
  C15H33BClN3O2PS

- Look up the net charge of the fourth one.
  +1